Entry 1:
# C31H54F12N4O13

A 9-piece molecular cluster, C31H54F12N4O13 overall at a distorted geometry (ωB97M-V/def2-TZVPD, OMol25).

Calculated values
**2S+1**: 1
**E_HOMO**: -9.0 eV
**Max |F|**: 3.56 eV/Å
**Molecular weight**: 918.76 Da
**SMILES string**: CCOC(=O)C(F)(F)F.CCOC(=O)C(F)(F)F.CCOC(=O)C(F)(F)F.CCOC(=O)C(F)(F)F.CN(C)C=O.CN(C)C=O.CN(C)C=O.CN(C)C=O.CC(C)=O
**E_LUMO**: 0.40 eV
**Frontier orbital gap**: 9.42 eV

Each line ends with the Löwdin charge.
Cartesian coordinates (Å):
C  -2.38  1.70  -3.94  -0.043
C  -2.68  0.67  -5.09  -0.112
O  -2.37  -0.67  -4.56  0.039
C  -1.14  -0.99  -4.33  -0.457
O  -0.13  -0.49  -4.72  0.175
C  -1.03  -2.38  -3.68  -0.523
F  -0.26  -2.41  -2.62  0.172
F  -2.23  -2.88  -3.27  0.142
F  -0.44  -3.15  -4.61  0.163
H  -2.98  1.39  -3.10  0.060
H  -2.68  2.76  -4.06  0.059
H  -1.26  1.82  -3.70  0.095
H  -2.14  0.89  -6.02  0.127
H  -3.70  0.63  -5.36  0.088
C  -1.04  -4.77  -0.49  -0.044
C  0.21  -4.69  0.38  -0.165
O  1.36  -4.14  -0.34  0.069
C  1.40  -2.85  -0.27  -0.426
O  0.74  -2.14  0.43  0.153
C  2.56  -2.24  -1.09  -0.565
F  3.71  -2.60  -0.47  0.159
F  2.62  -2.78  -2.30  0.176
F  2.51  -0.94  -1.20  0.196
H  -0.83  -5.34  -1.46  0.123
H  -1.33  -3.80  -0.75  0.025
H  -1.89  -5.14  0.08  0.086
H  0.55  -5.67  0.71  0.131
H  0.10  -4.10  1.26  0.094
C  -1.64  0.22  -0.51  -0.049
C  -0.69  0.80  0.51  -0.190
O  -0.86  0.20  1.85  0.025
C  0.29  -0.04  2.50  -0.382
O  1.37  0.41  2.23  0.139
C  -0.02  -1.03  3.69  -0.515
F  -1.16  -0.90  4.43  0.134
F  -0.04  -2.25  3.15  0.158
F  1.00  -0.96  4.54  0.164
H  -1.36  0.50  -1.51  0.050
H  -2.64  0.58  -0.23  0.063
H  -1.55  -0.92  -0.53  0.097
H  -0.87  1.89  0.61  0.131
H  0.41  0.69  0.19  0.123
C  6.19  5.27  -1.47  -0.085
C  4.76  5.55  -1.73  -0.138
O  4.07  4.15  -1.63  0.020
C  2.80  4.06  -2.00  -0.408
O  2.08  4.79  -2.60  0.147
C  2.15  2.72  -1.41  -0.519
F  1.20  3.17  -0.58  0.158
F  1.64  1.98  -2.34  0.200
F  3.01  1.89  -0.67  0.099
H  6.16  4.49  -0.69  0.083
H  6.73  6.15  -1.02  0.107
H  6.66  4.68  -2.31  0.104
H  4.56  5.95  -2.73  0.119
H  4.20  6.16  -1.05  0.119
C  5.56  1.56  3.40  -0.067
N  5.30  0.34  4.11  -0.215
C  6.16  -0.13  5.09  -0.096
C  4.56  -0.68  3.50  -0.327
O  4.58  -1.81  3.87  0.026
H  6.64  1.63  2.96  0.119
H  5.45  2.32  4.16  0.076
H  4.84  1.74  2.63  0.073
H  5.49  -0.50  5.86  0.096
H  6.86  -0.92  4.81  0.098
H  6.81  0.64  5.45  0.084
H  3.90  -0.43  2.64  0.133
C  -5.73  -0.44  3.64  -0.092
N  -5.10  0.71  3.06  -0.195
C  -4.95  1.87  3.94  -0.033
C  -4.90  0.78  1.70  -0.294
O  -4.44  1.80  1.17  -0.011
H  -5.13  -0.88  4.51  0.110
H  -5.73  -1.26  2.98  0.057
H  -6.78  -0.24  3.98  0.104
H  -4.52  2.63  3.37  0.058
H  -5.92  2.30  4.24  0.088
H  -4.55  1.57  4.94  0.105
H  -5.11  -0.19  1.27  0.113
C  0.27  5.04  -6.21  -0.025
N  -1.00  4.83  -5.46  -0.181
C  -1.10  5.37  -4.14  -0.063
C  -2.09  4.51  -6.17  -0.360
O  -3.23  4.43  -5.71  -0.010
H  0.02  4.81  -7.22  0.060
H  1.07  4.40  -5.94  0.077
H  0.57  6.09  -6.17  0.091
H  -0.68  6.38  -4.21  0.090
H  -2.10  5.44  -3.72  0.088
H  -0.50  4.81  -3.36  0.094
H  -1.85  4.21  -7.24  0.144
C  2.58  -7.47  6.10  -0.071
N  3.36  -6.27  5.82  -0.183
C  2.60  -5.08  5.37  -0.038
C  4.70  -6.51  5.92  -0.338
O  5.19  -7.55  6.36  -0.009
H  2.91  -8.26  5.41  0.092
H  1.56  -7.33  5.96  0.053
H  2.72  -7.88  7.12  0.101
H  2.22  -5.30  4.38  0.084
H  1.88  -4.74  6.15  0.100
H  3.26  -4.22  5.29  0.071
H  5.29  -5.61  5.69  0.132
C  -7.52  0.58  -2.72  -0.021
C  -6.29  -0.19  -3.10  -0.528
C  -5.62  -1.07  -2.06  -0.018
O  -5.87  -0.14  -4.23  0.063
H  -7.75  1.12  -3.68  0.110
H  -7.12  1.23  -1.95  0.081
H  -8.28  -0.03  -2.22  0.088
H  -6.18  -2.04  -1.94  0.102
H  -5.47  -0.56  -1.08  0.062
H  -4.56  -1.34  -2.45  0.096

Entry 2:
# C33H26BF4HgN2O2SSb

C33H26BF4HgN2O2SSb as an isolated structure at a distorted geometry (ωB97M-V/def2-TZVPD, OMol25).

Calculated values
**2S+1**: 2
**E_HOMO (spin up / spin down)**: -4.2 / -5.9 eV
**Max |F|**: 1.41 eV/Å
**Molecular weight**: 923.80 Da
**E_LUMO (spin up / spin down)**: 2.56 / 1.41 eV
**Frontier orbital gap (spin up / spin down)**: 6.78 / 7.32 eV
**ΔE to the lowest compared entry with this formula, charge and spin**: 24.7 kcal/mol
**Charge**: -1

Each line ends with the Mulliken spin population.
Cartesian coordinates (Å):
Hg  1.00  -0.16  0.26  0.047
O  -1.54  -4.42  2.17  -0.001
C  -0.43  -3.93  2.23  -0.001
N  0.63  -4.51  2.92  0.000
C  1.86  -3.78  2.68  -0.001
C  1.25  -2.57  1.93  0.006
O  1.96  -1.57  1.64  -0.011
N  -0.03  -2.72  1.69  0.010
C  2.53  -3.29  3.96  0.000
C  3.86  -2.89  3.93  -0.001
C  4.47  -2.40  5.08  0.000
C  3.75  -2.30  6.26  0.000
C  2.41  -2.67  6.28  0.000
C  1.80  -3.16  5.13  0.000
C  2.80  -4.59  1.80  0.001
C  3.30  -5.79  2.32  0.000
C  4.10  -6.61  1.54  0.000
C  4.42  -6.25  0.24  0.000
C  3.94  -5.05  -0.27  0.000
C  3.13  -4.23  0.50  -0.001
H  0.61  -5.48  3.18  0.000
H  4.42  -2.96  3.01  0.000
H  5.51  -2.10  5.05  0.000
H  4.23  -1.93  7.16  0.000
H  1.84  -2.58  7.20  0.000
H  0.76  -3.43  5.14  0.000
H  3.08  -6.06  3.34  0.000
H  4.48  -7.54  1.95  0.000
H  5.04  -6.89  -0.37  0.000
H  4.20  -4.73  -1.27  0.000
H  2.79  -3.29  0.09  0.001
S  -1.06  0.75  -0.23  0.414
Sb  -2.67  -1.50  0.31  0.380
C  -4.72  -2.13  0.19  0.063
C  -5.31  -2.28  -1.06  -0.005
C  -6.66  -2.55  -1.19  -0.004
C  -7.45  -2.68  -0.05  0.026
C  -6.89  -2.50  1.20  -0.009
C  -5.53  -2.22  1.33  0.035
C  -2.38  -1.59  2.42  0.029
C  -2.72  -2.69  3.20  -0.006
C  -2.37  -2.72  4.55  -0.001
C  -1.70  -1.65  5.12  0.001
C  -1.40  -0.54  4.35  -0.002
C  -1.73  -0.50  3.00  0.011
C  -1.87  -2.92  -1.08  0.030
C  -0.66  -2.65  -1.70  0.014
C  -0.07  -3.60  -2.52  -0.004
C  -0.70  -4.82  -2.73  0.008
C  -1.94  -5.07  -2.14  -0.002
C  -2.53  -4.12  -1.32  -0.005
H  -4.70  -2.17  -1.96  -0.003
H  -7.10  -2.67  -2.17  -0.001
H  -8.51  -2.90  -0.14  0.002
H  -7.50  -2.59  2.09  -0.001
H  -5.11  -2.06  2.31  0.001
H  -3.22  -3.54  2.76  -0.004
H  -2.61  -3.60  5.14  0.000
H  -1.41  -1.69  6.16  0.000
H  -0.88  0.31  4.79  0.000
H  -1.48  0.36  2.40  -0.008
H  -0.17  -1.70  -1.56  -0.011
H  0.88  -3.38  -2.98  -0.001
H  -0.24  -5.58  -3.34  0.001
H  -2.44  -6.02  -2.31  -0.001
H  -3.48  -4.34  -0.85  -0.004
F  2.18  -0.97  -1.99  -0.001
B  3.52  -0.61  -1.63  0.007
F  4.24  -1.77  -1.37  0.000
F  4.11  0.15  -2.62  0.000
F  3.41  0.17  -0.41  0.001

Entry 3:
# H39O20

A 20-piece molecular cluster, H39O20 overall at a distorted geometry (ωB97M-V/def2-TZVPD, OMol25).

Calculated values
**2S+1**: 1
**E_HOMO**: -7.2 eV
**Max |F|**: 2.37 eV/Å
**Molecular weight**: 359.29 Da
**E_LUMO**: 1.88 eV
**Frontier orbital gap**: 9.11 eV
**ΔE to the lowest compared entry with this formula, charge and spin**: 110.4 kcal/mol
**Charge**: -1

Each line ends with the Löwdin charge.
Cartesian coordinates (Å):
O  3.06  -2.59  3.81  -0.047
H  -0.14  -3.77  0.65  -0.025
O  2.43  -0.68  -4.06  -0.042
H  2.63  -1.62  -3.98  0.049
H  3.22  -0.19  -4.27  0.034
O  -1.86  4.34  4.04  -0.060
H  -1.09  4.36  3.46  -0.011
H  -1.55  3.85  4.80  0.030
O  -1.58  3.97  1.45  -0.059
H  -2.28  3.31  1.31  0.066
H  -0.02  1.91  -1.45  -0.008
O  -0.68  2.27  -0.83  -0.061
H  2.24  -2.92  4.17  0.033
H  -0.33  1.92  0.00  0.049
O  -1.55  -1.65  -0.30  -0.119
H  3.14  -2.88  2.91  0.011
H  -1.42  4.01  0.50  0.006
O  1.27  1.57  -2.53  -0.082
H  1.29  1.65  -3.50  0.068
H  0.88  0.67  -2.59  0.055
O  -3.03  3.94  -1.28  -0.055
H  -0.60  -2.02  -0.29  -0.024
H  1.79  2.18  4.46  -0.020
O  -1.60  0.78  -3.97  -0.047
H  -1.40  -0.14  -3.74  0.041
H  -0.86  1.24  -3.57  -0.003
O  2.37  4.00  -2.92  -0.063
H  1.99  3.92  -2.03  0.035
H  3.20  3.56  -2.72  0.037
O  0.78  -2.81  -0.07  -0.353
H  -1.71  -5.09  -0.79  -0.014
H  1.26  -2.05  0.27  -0.015
O  -0.76  -4.36  1.20  -0.099
H  -0.45  -5.00  1.82  0.012
H  -2.19  -1.70  -1.00  0.008
O  -1.59  -5.74  -1.45  -0.050
H  -0.62  -5.77  -1.43  0.044
H  -2.16  4.34  -1.18  0.016
O  2.33  1.49  4.87  -0.085
H  -2.92  3.12  -0.79  0.004
H  2.57  0.85  4.20  0.019
O  2.96  0.75  -0.03  -0.035
H  3.89  0.57  0.12  0.039
H  2.41  0.06  -0.34  0.001
O  -2.04  -1.97  2.74  -0.087
H  -1.52  -2.47  2.09  -0.015
H  -2.95  -2.07  2.44  0.024
O  3.45  -3.12  -0.33  -0.097
H  2.65  -2.59  -0.20  -0.030
H  3.02  -3.97  -0.14  0.025
O  -4.40  0.26  -0.96  -0.046
H  -3.49  0.06  -1.17  0.004
H  -4.89  0.83  -1.54  0.029
O  -0.54  -2.98  -2.37  -0.117
H  -0.02  -2.63  -1.58  -0.012
H  -0.83  -3.84  -2.04  -0.015
O  0.62  2.71  3.18  -0.037
H  -0.30  2.60  3.38  0.036
H  0.83  3.17  2.36  0.057

Entry 4:
# H46O23

A 23-piece molecular cluster, H46O23 overall at a distorted geometry (ωB97M-V/def2-TZVPD, OMol25).

Calculated values
**2S+1**: 1
**E_HOMO**: -9.6 eV
**Max |F|**: 1.05 eV/Å
**Molecular weight**: 414.35 Da
**E_LUMO**: -1.10 eV
**Frontier orbital gap**: 8.48 eV
**ΔE to the lowest compared entry with this formula, charge and spin**: 63.4 kcal/mol

Each line ends with the Löwdin charge.
Cartesian coordinates (Å):
O  1.27  2.24  1.30  -0.016
H  1.98  2.67  0.83  0.070
H  1.26  2.66  2.16  0.072
O  3.17  -0.79  -1.33  -0.029
H  3.94  -0.23  -1.31  0.062
H  2.44  -0.21  -1.13  0.031
O  -2.53  -3.88  -1.00  -0.015
H  -2.24  -4.47  -0.31  0.053
H  -2.23  -4.29  -1.81  0.052
O  -3.64  4.50  1.69  -0.068
H  -4.48  4.26  2.09  0.032
H  -3.05  3.78  1.90  -0.036
O  2.12  -2.70  0.39  -0.036
H  2.21  -2.04  -0.29  -0.005
H  3.01  -2.88  0.67  0.058
O  2.11  3.88  -3.93  -0.026
H  2.22  4.65  -3.37  0.064
H  2.01  4.24  -4.81  0.075
O  -0.86  -0.44  2.28  -0.034
H  -0.57  -1.33  2.08  0.004
H  -1.66  -0.32  1.76  0.014
O  -2.18  -1.29  -1.03  -0.059
H  -1.35  -0.86  -0.82  -0.006
H  -1.97  -2.22  -1.01  -0.003
O  -1.15  3.33  0.83  -0.040
H  -0.93  4.26  0.82  0.073
H  -0.31  2.88  0.85  -0.016
O  0.59  -0.74  4.83  -0.029
H  0.62  -0.66  3.87  0.012
H  1.40  -0.31  5.13  0.016
O  0.04  0.08  -0.38  -0.034
H  0.23  0.33  0.53  0.014
H  -0.04  0.91  -0.84  0.010
O  2.29  -3.32  -3.55  -0.061
H  1.46  -2.86  -3.69  -0.021
H  2.19  -3.72  -2.69  0.018
O  3.45  0.86  4.61  -0.035
H  2.64  1.35  4.56  0.022
H  3.83  0.91  3.74  0.034
O  -1.79  -0.17  -3.50  -0.053
H  -1.90  0.77  -3.35  0.039
H  -2.15  -0.59  -2.71  -0.018
O  -3.89  -0.58  1.33  -0.031
H  -3.56  -1.05  0.56  0.025
H  -4.83  -0.50  1.18  0.075
O  4.33  2.24  -3.94  -0.055
H  3.48  2.66  -3.89  -0.031
H  4.87  2.70  -3.29  0.025
O  4.20  -0.59  -4.24  -0.066
H  3.57  -0.64  -3.52  -0.016
H  4.53  -1.48  -4.33  0.028
O  0.17  2.61  -1.81  -0.023
H  -0.25  3.38  -1.43  0.037
H  0.82  2.95  -2.41  0.014
O  -2.23  0.14  4.91  -0.066
H  -2.07  0.85  4.29  -0.021
H  -1.37  -0.27  5.03  -0.019
O  -3.04  -2.88  2.75  -0.051
H  -3.31  -2.02  2.44  -0.019
H  -2.13  -2.96  2.48  -0.025
O  -0.45  -3.11  1.52  -0.044
H  0.44  -3.01  1.21  0.007
H  -0.66  -4.03  1.36  0.061
O  -2.68  1.98  2.59  -0.039
H  -2.00  2.26  1.98  -0.008
H  -3.15  1.30  2.11  0.024
O  -0.35  -2.75  -3.71  -0.023
H  -1.00  -3.46  -3.74  0.049
H  -0.85  -1.98  -3.44  0.007

Entry 5:
# C29H27ClIrN5O4S2

C29H27ClIrN5O4S2 as an isolated structure at a distorted geometry (ωB97M-V/def2-TZVPD, OMol25).

Calculated values
**2S+1**: 2
**E_HOMO (spin up / spin down)**: -16.0 / -16.0 eV
**Max |F|**: 4.71 eV/Å
**Molecular weight**: 801.37 Da
**E_LUMO (spin up / spin down)**: -11.04 / -13.29 eV
**Frontier orbital gap (spin up / spin down)**: 4.99 / 2.73 eV
**ΔE to the lowest compared entry with this formula, charge and spin**: 23.5 kcal/mol
**Charge**: +3

Each line ends with the Mulliken spin population.
Cartesian coordinates (Å):
Ir  -0.89  -0.21  -1.70  0.010
S  1.40  -0.55  -1.50  -0.003
C  1.85  0.11  0.05  -0.002
N  3.11  0.59  0.17  0.006
C  3.49  1.18  1.44  0.001
C  2.83  0.41  2.59  0.000
N  1.40  0.35  2.39  0.010
C  0.54  0.46  3.54  0.064
C  0.75  1.79  4.21  0.221
C  1.08  1.86  5.57  -0.013
C  1.15  3.10  6.20  0.221
C  0.97  4.26  5.45  0.254
C  0.61  4.19  4.11  0.105
C  0.54  2.97  3.48  0.081
C  0.96  0.09  1.13  0.004
S  -0.71  -0.36  0.92  -0.002
C  4.02  0.62  -0.96  0.000
C  4.38  -0.77  -1.43  0.000
C  4.83  -1.72  -0.50  0.000
C  5.26  -2.95  -0.93  0.000
C  5.22  -3.28  -2.29  0.001
C  4.78  -2.34  -3.22  0.000
C  4.36  -1.10  -2.80  0.000
H  3.18  2.24  1.47  0.000
H  4.58  1.15  1.55  0.000
H  3.06  0.89  3.54  0.001
H  3.23  -0.61  2.61  0.002
H  0.76  -0.35  4.24  0.005
H  -0.49  0.34  3.21  0.022
H  1.24  0.96  6.14  0.002
H  1.35  3.16  7.26  0.005
H  1.14  5.23  5.91  -0.004
H  0.41  5.10  3.55  0.006
H  0.28  2.92  2.43  0.004
H  4.94  1.14  -0.66  0.000
H  3.58  1.19  -1.79  0.000
H  4.89  -1.46  0.54  0.000
H  5.64  -3.67  -0.21  0.000
H  5.54  -4.26  -2.61  0.000
H  4.77  -2.60  -4.27  0.000
H  4.03  -0.36  -3.51  0.000
O  -4.60  4.26  -2.00  0.000
C  -5.27  3.16  -2.08  0.000
O  -6.46  3.07  -2.24  0.000
C  -4.50  1.86  -1.98  0.001
C  -5.13  0.61  -2.06  -0.002
Cl  -6.78  0.30  -2.16  0.000
N  -4.16  -0.33  -1.98  0.001
N  -2.96  0.25  -1.86  -0.003
C  -3.14  1.57  -1.86  0.001
C  -1.93  2.45  -1.59  -0.001
O  -2.05  3.65  -1.54  0.002
O  -0.85  1.79  -1.38  0.002
C  -4.30  -1.74  -1.91  0.001
C  -3.66  -2.42  -0.88  0.000
C  -3.75  -3.80  -0.82  0.000
C  -4.47  -4.49  -1.79  0.000
C  -5.12  -3.80  -2.80  0.000
C  -5.04  -2.42  -2.87  0.000
H  -3.61  4.21  -1.84  0.000
H  -3.14  -1.87  -0.11  -0.001
H  -3.28  -4.33  -0.01  0.000
H  -4.55  -5.57  -1.73  0.000
H  -5.69  -4.34  -3.55  0.000
H  -5.54  -1.88  -3.66  0.000
N  -1.00  -2.21  -2.53  0.000
H  -1.93  -2.41  -2.87  0.000
H  -0.75  -2.97  -1.89  -0.001
H  -0.38  -2.29  -3.34  0.000